Molecular formula: C31H42F18NO16
Method: DFT, ωB97M-V/def2-TZVPD

LUMO energy ... 0.05548 hartree
Total charge ... -1
Multiplicity ... 1

Element x y z (Å)
H (-0.73272, 0.03340, 4.91948)
C (2.50868, -11.03383, 1.94576)
O (3.91210, 1.03325, 6.51495)
H (5.65117, -6.58921, 6.58133)
H (-5.65193, 6.26334, -6.64027)
F (-5.52496, 2.03877, -3.18868)
O (1.36510, 6.55224, -0.58403)
O (-6.20719, 4.21630, -5.04491)
F (4.63532, -11.70778, 1.10465)
F (0.07226, -4.96161, 4.17007)
O (-6.31935, 5.17012, -3.00165)
O (2.29892, -6.21837, 6.61405)
H (2.40995, -0.75353, 5.18219)
H (-1.55151, 3.66168, -6.67678)
H (-0.33458, 1.30739, 7.03530)
N (1.09924, -0.18652, 7.82286)
F (-3.93226, 3.03417, -4.25888)
F (-4.27771, 3.48037, -2.17707)
H (1.91766, 2.17236, -1.26792)
C (1.73082, 0.04340, 1.57610)
O (1.23397, 0.97945, -3.62934)
H (1.40225, 1.38720, 6.33676)
C (3.63090, 0.19042, 7.45089)
F (-0.22545, 5.44305, -10.49049)
F (-0.93064, -0.59006, -3.38493)
H (-0.03507, -1.36742, 5.91750)
H (-0.89486, -8.82296, 1.55662)
C (2.36378, 0.32955, 8.41994)
O (2.49589, 1.00280, 1.36241)
F (-2.29257, 5.67499, -11.07307)
C (-4.90159, 3.22614, -3.34120)
H (1.72307, -2.45420, 3.76277)
H (-2.56614, 1.13105, -8.10054)
H (-7.62000, 4.72707, -6.42316)
H (-7.95128, 5.34957, -4.81288)
F (4.59773, -9.93308, 2.33921)
H (3.59344, -7.27730, 7.78024)
H (-7.16287, 7.16284, -6.37922)
H (0.79820, -9.32372, -0.18301)
F (-0.54847, -6.13200, 5.87868)
C (-1.44818, 2.82953, -7.37840)
H (-0.57825, 2.24975, -7.06272)
C (0.05031, 1.59441, -3.44423)
C (-1.42375, 4.82193, -10.50034)
H (-6.00239, 6.93947, -5.05717)
H (1.75703, 0.67388, 4.23234)
C (-2.67851, 1.94476, -7.37908)
F (-2.28554, 1.08565, -3.36276)
C (0.84877, 8.92614, -0.58805)
O (2.24839, -1.12987, 2.22866)
C (4.71134, -6.06022, 6.41009)
C (0.59085, 0.68458, 6.72030)
H (-0.70023, 5.13758, 0.50909)
H (2.80958, 0.68027, -1.51308)
C (-5.87577, 4.33164, -3.74202)
C (2.71783, 1.71438, -1.85355)
F (-0.17648, 9.57327, 0.00474)
H (-3.56785, 2.50891, -7.67088)
H (0.14416, -9.54260, 2.80036)
H (-1.87654, 4.19323, -0.42320)
O (-2.66217, 4.97400, -8.41493)
C (0.57177, 7.43586, -0.77547)
O (2.28788, -6.62649, 4.39407)
F (1.06307, 9.54765, -1.76806)
H (-2.84785, 1.51888, -6.39055)
F (0.50931, -4.27164, 6.16593)
C (0.83425, -9.85104, 0.77285)
O (-0.68436, 7.24452, -1.22864)
C (1.52106, -0.39448, 4.56221)
O (2.22226, -10.02733, 1.09560)
F (-1.23597, 0.57678, -5.17885)
O (4.48263, -0.91495, 7.55488)
H (0.65950, -8.07457, 1.98529)
H (-2.31841, 5.77428, 0.25914)
C (-7.15528, 5.17326, -5.54112)
H (4.69647, -5.15678, 7.02512)
H (2.56371, -0.31552, 9.35693)
F (1.93476, 9.15970, 0.17006)
C (1.35476, -1.43970, 3.34858)
C (4.01730, -11.13651, 2.16093)
H (0.26589, -1.61192, 3.03777)
H (2.28862, 2.78888, -3.69104)
O (1.68548, -11.76513, 2.43243)
H (0.34076, -10.81557, 0.62645)
H (-1.88578, 5.91500, -2.20485)
C (0.46093, -5.37430, 5.39484)
O (-1.16861, 3.30629, -8.70466)
H (3.64943, 2.24084, -1.63835)
H (-0.24331, 5.33512, -1.96774)
C (0.19565, -0.32242, 5.49760)
C (1.78438, -6.13537, 5.37188)
H (0.60999, 0.02245, 1.34164)
C (-1.51616, 5.20253, -0.21478)
H (3.51460, -7.84914, 6.11952)
O (-0.07336, 2.72779, -3.05743)
H (3.22839, 1.31809, -3.90037)
C (-1.85366, 4.39927, -9.09703)
C (2.40479, 1.76129, -3.33604)
C (0.14061, -9.02529, 1.83798)
H (0.37871, -0.37523, 8.52903)
C (-6.45731, 6.46207, -5.92835)
C (-1.09880, 0.66883, -3.83680)
F (-1.30559, 3.77492, -11.34312)
H (2.30995, 1.41869, 8.77811)
C (3.52828, -6.94912, 6.74044)
F (4.33732, -11.87678, 3.23814)
H (4.68019, -5.73620, 5.36722)
C (-1.06014, 5.88243, -1.49029)

Atomic forces in eV per Å
1.40 -0.36 0.61
-1.81 0.43 -0.61
-2.16 -0.97 2.74
-0.10 -0.02 0.01
-0.15 -0.02 -0.04
-0.22 0.59 -0.19
-0.17 1.08 0.03
0.43 -0.50 0.91
-0.59 0.11 0.11
0.58 -0.51 0.36
0.65 -0.82 -0.12
-1.01 0.16 -0.75
-1.20 0.71 -0.71
-0.06 0.05 -0.27
1.37 -0.88 -0.43
0.65 1.38 -0.43
-0.55 0.44 0.02
-0.56 0.34 -0.50
0.15 0.06 -0.04
3.33 1.26 0.81
-1.35 0.04 -0.29
-0.94 -0.96 0.76
4.63 -2.97 -2.50
-0.37 -0.26 0.44
0.29 0.60 -0.06
0.32 1.59 -0.48
0.08 -0.04 -0.03
0.81 -0.41 1.27
-3.08 -3.34 0.12
0.13 -0.38 0.67
1.42 -1.32 0.62
-0.59 1.56 -0.91
0.11 0.01 0.13
0.25 -0.23 0.15
0.26 -0.09 0.11
-0.58 -0.32 -0.12
-0.32 0.20 -0.06
0.02 -0.09 0.03
0.35 -0.06 0.11
0.56 -0.22 -0.12
-0.20 -0.44 0.75
0.04 0.14 -0.35
1.91 0.79 0.29
0.38 0.49 -1.81
-0.15 -0.01 -0.03
-0.26 -1.53 0.12
-0.33 0.09 -0.29
0.79 0.18 -0.04
0.40 1.77 0.50
-2.39 2.28 -0.73
-0.09 0.31 -0.17
-1.09 -0.89 -0.72
-0.01 -0.09 -0.13
0.12 0.10 -0.07
-1.29 1.16 -0.80
-0.35 -0.08 0.11
0.16 -0.54 -0.22
0.08 0.04 0.11
-0.07 -0.03 -0.12
0.04 0.09 -0.05
0.46 -0.01 -0.95
-0.68 -1.82 -0.45
-0.83 0.49 0.28
-0.13 -0.56 0.13
-0.01 0.12 -0.16
0.37 -0.61 -0.27
-0.79 0.26 -0.12
0.85 0.81 0.16
-0.76 -0.42 0.08
0.80 -0.77 0.42
0.51 0.22 0.37
-4.30 3.91 0.81
-0.07 -0.04 -0.11
-0.03 -0.07 -0.15
-0.42 0.57 -0.38
0.02 -0.13 0.02
-0.13 0.97 -1.54
-0.43 -0.58 -0.35
0.27 -0.94 1.80
1.89 0.05 0.50
1.37 0.55 0.08
-0.27 -0.15 0.05
1.02 0.22 -0.05
0.25 -0.01 0.17
0.12 0.33 0.08
-1.56 1.47 0.04
-0.09 0.96 -0.79
-0.08 -0.05 -0.03
0.05 0.20 0.17
0.86 0.28 -0.06
1.68 -0.93 0.51
1.36 -0.08 0.32
0.13 0.13 0.31
-0.19 0.21 -0.09
-0.61 -0.76 -0.33
-0.34 -0.19 -0.08
-0.16 -0.84 1.81
0.88 0.39 0.36
0.17 0.04 0.32
0.59 0.36 -0.42
0.33 0.06 0.15
-1.47 -1.28 -0.01
-0.15 0.14 0.59
-0.07 -1.20 -0.62
0.83 -0.26 0.13
-0.62 0.21 -0.43
0.03 -0.12 0.06
-0.30 -0.82 -0.07



Molecular formula: C4H2INO2S
Method: DFT, ωB97M-V/def2-TZVPD

LUMO energy ... -0.00297 hartree
SMILES string ... O=[N+]([O-])c1ccsc1I
Total charge ... 0
Multiplicity ... 1

Element x y z (Å)
C (-0.79208, 0.39569, 0.86083)
H (-0.99006, 1.41698, 1.10984)
C (0.20550, 0.25897, -0.13692)
N (0.96898, 1.27968, -0.73295)
C (-1.31187, -0.80463, 1.23461)
S (-0.56416, -2.12031, 0.41963)
C (0.34010, -1.02609, -0.56201)
I (1.65880, -1.75326, -2.04407)
O (2.08002, 1.51238, -0.30282)
O (0.47477, 1.79885, -1.71836)
H (-2.07000, -0.95826, 1.87222)

Atomic forces in eV per Å
0.79 0.36 -0.67
-0.78 0.11 0.83
-0.91 -2.53 0.37
0.73 1.29 -1.26
2.52 0.88 -1.94
-0.23 0.77 -0.56
1.06 -0.84 -0.09
-0.54 0.32 0.64
-0.19 0.00 0.25
0.03 0.23 0.14
-2.46 -0.59 2.28



Molecular formula: C5H10O
Method: DFT, ωB97M-V/def2-TZVPD

LUMO energy ... 0.03886 hartree
SMILES string ... C/C=C/[C@H](C)O
Energy relative to the best compared isomer or geometry (same formula, charge and spin) ... 85.7 kJ/mol
Total charge ... 0
Multiplicity ... 1

Element x y z (Å)
C (-0.48981, 0.44557, -0.88188)
H (-2.38460, 0.79643, -1.81236)
H (-1.03637, -0.90295, 1.44258)
H (0.85667, -1.95978, -0.22077)
H (1.46646, 0.21487, 1.85227)
C (-1.46826, 1.34942, -1.57254)
H (-0.31399, -0.52299, -1.35177)
C (1.49513, -1.44183, 0.50289)
H (1.77761, -2.16496, 1.27350)
H (-1.08066, 1.75000, -2.51478)
C (0.10456, 0.72812, 0.27628)
H (2.40352, -1.10667, -0.00832)
C (0.76556, -0.28786, 1.17692)
H (-0.07345, 1.69856, 0.74111)
O (-0.27344, -0.78349, 2.02483)
H (-1.74892, 2.18756, -0.92796)

Atomic forces in eV per Å
0.11 -0.02 0.12
0.15 0.08 0.02
0.05 -0.06 0.26
0.08 0.06 0.10
-0.09 -0.02 -0.10
-0.03 0.10 -0.03
-0.03 0.11 0.08
0.00 -0.05 -0.05
-0.02 0.09 -0.12
-0.01 -0.07 0.07
-0.21 -0.02 -0.11
-0.15 0.01 0.03
0.28 0.09 -0.13
-0.05 -0.12 -0.07
-0.18 -0.13 0.03
0.09 -0.06 -0.11



Molecular formula: C4H3N3
Method: DFT, ωB97M-V/def2-TZVPD

LUMO energy (spin up / spin down) ... 0.03492 / -0.11414 hartree
Energy relative to the best compared isomer or geometry (same formula, charge and spin) ... 134.8 kJ/mol
Total charge ... 0
Expectation value of S² ... 2.02
Multiplicity ... 3

Element x y z (Å)
N (1.17599, 1.09325, -1.32960)
N (0.34594, 1.00812, -0.25214)
N (0.67994, -1.08595, -1.12473)
H (1.82457, -0.33486, -2.76630)
C (1.27582, -0.12102, -1.80685)
C (-1.56236, -1.03100, 1.82014)
C (0.11877, -0.51544, -0.09557)
H (0.52718, 1.68121, 0.50278)
C (-0.86620, -0.77194, 0.84670)
H (-2.42090, -1.02229, 2.43339)

Atomic forces in eV per Å
-0.59 3.79 2.17
1.29 -0.51 -1.36
1.91 -1.40 -3.22
-0.65 0.35 1.27
-0.14 -4.24 -1.43
-0.27 0.36 0.21
-3.15 3.20 4.17
-0.10 -0.56 -0.40
2.03 -0.75 -1.74
-0.32 -0.24 0.33



Molecular formula: C31H42BrN3P2Ru
Method: DFT, ωB97M-V/def2-TZVPD

LUMO energy (spin up / spin down) ... -0.49324 / -0.54505 hartree
Energy relative to the best compared isomer or geometry (same formula, charge and spin) ... 283.5 kJ/mol
Total charge ... +4
Expectation value of S² ... 6.06
Multiplicity ... 5

Element x y z (Å)
H (-4.66248, -3.00838, -1.93483)
C (-0.91933, 1.13257, 5.05330)
H (2.19988, -0.53073, 2.44565)
C (-3.30908, 0.89626, 1.53566)
C (-2.67012, 1.93205, 0.80393)
H (-3.48714, -4.34773, -1.93044)
H (-0.32658, 2.82137, -4.42949)
H (-0.90700, -1.38656, 1.21560)
H (-0.06365, -2.44383, -2.29661)
H (0.42782, 7.19907, -2.27579)
H (-3.05848, 2.94597, 0.83428)
H (-0.87327, 0.03256, -1.23597)
C (4.91637, 0.14588, 1.15561)
H (-3.16850, -2.84401, -3.59310)
Ru (0.75136, 0.95428, -1.20505)
H (0.32803, -2.61382, -0.59124)
C (-4.07133, -3.67341, -1.29698)
C (-2.48153, -1.99413, -3.69500)
C (0.25852, 6.21533, -2.71750)
C (-1.66594, -0.80856, 0.67863)
H (5.23424, -0.49326, 0.32040)
C (-2.85478, -0.40539, 1.62660)
H (-4.77300, -4.29665, -0.72701)
C (2.39011, -2.41194, 1.34495)
C (-0.44025, 2.35646, -0.60724)
N (-0.57434, -0.10275, 8.35540)
C (-0.28661, 0.28802, 7.28901)
H (-1.10642, -4.74688, -0.51995)
C (-2.50867, -1.06692, -2.47137)
H (2.48008, 1.12490, -2.51427)
C (-0.41564, 4.98971, -4.56072)
H (3.27761, -0.17839, -3.42135)
H (-2.79578, -1.42016, -4.57780)
C (-3.21055, -2.89683, -0.30625)
P (2.29782, 0.12976, 0.15966)
C (1.69764, 1.22835, 4.26453)
H (0.75652, -0.98432, 1.56785)
H (3.48606, -2.43124, 1.29258)
C (1.85457, -0.99662, 1.51003)
H (2.12901, -1.40779, -1.70688)
H (3.36249, 1.60981, 1.66048)
C (-0.14040, 3.76906, -3.92738)
H (4.69635, -0.50423, 2.01155)
C (-0.52051, 1.54673, 3.77568)
C (0.19851, 2.66062, -1.74033)
C (-1.08190, 0.29841, -0.11988)
H (-1.41022, -4.56769, -2.25962)
H (-0.80569, 5.00480, -5.58141)
H (5.77074, 0.77189, 1.43505)
H (4.01441, 1.78043, 0.01728)
H (-3.85672, -2.26142, 0.31457)
C (1.40917, 0.82729, 5.57568)
C (-1.51861, 1.65240, 0.04321)
H (2.08771, -3.01137, 2.21319)
N (-0.22011, 6.15170, -3.95585)
H (-3.53203, -0.72452, -2.25160)
C (-0.71332, -4.32177, -1.44941)
H (-1.26947, 1.89443, 3.05755)
H (0.85835, 5.11758, -0.94118)
H (-1.92572, -0.16309, -2.70467)
N (0.75257, 1.53551, 3.37335)
H (3.79691, -1.34648, -1.08433)
H (-2.71971, -3.58952, 0.39083)
H (-1.97882, 1.09972, 5.30729)
C (0.06985, 0.75996, 5.97020)
H (4.22324, 0.79676, -2.27382)
H (-1.47575, -2.37820, -3.91070)
H (2.73436, 1.28621, 3.91748)
C (0.53437, 5.05949, -1.97947)
H (-4.21099, 1.17015, 2.08425)
C (-0.45617, -2.81746, -1.33686)
C (3.25185, 0.31682, -2.44492)
H (1.99030, -2.89929, 0.44720)
C (0.27771, 3.82611, -2.58338)
H (0.22633, -4.84103, -1.67569)
P (-1.88905, -1.79982, -0.90666)
Br (-3.27368, -1.48730, 3.02376)
C (2.93384, -0.72920, -1.36611)
H (2.22080, 0.55666, 6.24718)
C (3.73386, 1.04763, 0.78867)

Atomic forces in eV per Å
0.06 -0.13 0.13
0.02 0.22 -0.51
-0.06 -0.08 -0.37
-0.75 0.32 -0.27
0.81 -0.43 -0.41
-0.18 0.14 0.15
-0.03 0.42 -0.09
-0.30 -0.13 0.16
-0.14 0.02 0.25
-0.08 -0.04 -0.12
0.01 -0.08 0.26
-0.60 0.42 1.13
0.11 -0.37 0.05
0.28 0.32 -0.06
1.73 -2.55 -0.34
-0.17 -0.15 -0.10
-0.18 -0.28 -0.17
0.04 -0.53 -0.09
0.25 1.68 0.30
-0.37 0.31 -0.46
-0.01 0.23 0.21
2.32 0.58 -1.53
0.15 0.19 -0.17
0.15 -0.39 0.10
-0.70 0.80 -2.16
0.66 0.91 -2.58
-0.59 -0.75 2.24
0.13 0.08 -0.19
-0.15 1.06 0.29
0.20 0.09 -0.12
-0.45 0.26 -1.69
0.01 0.25 0.11
0.03 -0.08 0.34
-0.17 -0.21 0.10
2.26 -0.72 1.45
-0.33 -0.31 0.50
0.47 -0.05 0.20
-0.30 -0.06 0.00
-0.53 -0.03 0.08
0.45 -0.01 0.01
0.14 -0.06 -0.25
0.15 0.82 0.82
0.02 0.18 -0.17
-0.01 -0.47 0.73
-1.20 3.01 1.19
0.07 1.24 -0.04
0.21 0.16 0.20
0.05 0.06 0.13
-0.20 -0.08 -0.07
0.01 -0.09 0.27
0.06 -0.13 -0.24
0.20 0.14 -0.45
-0.01 -0.96 0.71
0.12 0.10 -0.22
0.97 -3.19 1.93
0.19 -0.05 -0.09
-0.27 -0.52 -0.02
0.30 -0.14 0.24
-0.02 0.31 -0.33
-0.20 -0.12 -0.05
0.02 0.39 -0.39
-0.18 0.06 -0.19
-0.04 0.14 0.00
0.33 0.09 0.11
0.04 -0.11 -0.06
-0.37 0.06 -0.02
-0.27 0.09 0.06
-0.29 -0.04 0.22
-0.44 0.11 -0.73
0.29 -0.03 0.12
1.18 0.63 0.16
0.19 -0.37 -0.07
0.22 0.02 0.18
-0.64 0.53 -0.70
-0.14 0.25 0.08
-3.04 -3.35 0.14
-0.25 -0.23 -0.02
-0.70 -0.28 0.46
-0.25 0.10 -0.02
-0.27 0.83 -0.20



- The highest multiplicity belongs to which entry?
  C31H42BrN3P2Ru



- Which formula does entry 5 have?
  C31H42BrN3P2Ru